Record 1
An isolated ion of composition C5H11N2O and charge +1 in a non-equilibrium geometry, computed with ωB97M-V/def2-TZVPD.

```
19
Properties=species:S:1:pos:R:3:mulliken_charge:R:1
C 0.69405 -1.93341 -0.41159 -1.326
C 0.66207 -0.62931 -0.27250 0.444
C 1.92247 0.23350 -0.33701 -1.240
C -0.63062 0.01902 0.09727 0.876
C -0.51518 0.68529 1.62620 -1.291
N -0.97184 0.95131 -1.06735 -0.280
N -1.72909 -0.82835 0.40973 0.036
O -2.66981 -0.59515 -0.31241 -0.313
H -0.10673 -2.53395 -0.26274 0.438
H 1.73023 -2.40634 -0.72962 0.258
H 2.72436 -0.50469 -0.17785 0.393
H 1.76700 0.95525 0.44538 0.310
H 2.15662 0.87843 -1.23468 0.307
H -0.46975 -0.10190 2.29259 0.461
H 0.46491 1.17016 1.85273 0.321
H -1.42958 1.19976 1.78535 0.428
H -2.08550 0.41334 -1.14434 0.527
H -0.38760 1.07432 -1.83762 0.298
H -1.12601 1.95272 -0.72154 0.353
```

Calculated values
E_HOMO, eV: -14.3
Total energy, eV: -10379.7339
Total charge: +1
Frontier orbital gap, hartree: 0.3168
Structure (SMILES): C=C(C)[C@@](C)([NH3+])N=O


Record 2
C5H11N2O as an isolated structure in a non-equilibrium geometry, computed with ωB97M-V/def2-TZVPD.

```
19
Properties=species:S:1:pos:R:3:mulliken_charge:R:1
C 0.09853 -0.02859 1.70671 0.378
C -0.39349 0.10588 -0.16073 0.000
C 0.97290 -0.28343 -0.70221 0.298
C -0.89985 1.47512 -0.46786 -1.357
C 0.88972 -1.47501 -1.64865 -1.398
N 1.31419 -0.43223 1.62752 0.065
N -0.67962 0.22728 2.71688 -0.336
O 1.86818 -0.62891 0.38052 -0.319
H -1.14271 -0.67630 -0.24757 0.413
H 1.43136 0.57480 -1.20856 0.252
H -0.17269 2.24725 -0.22938 0.371
H -1.83217 1.68401 0.04990 0.408
H -1.10273 1.52557 -1.53800 0.398
H 0.50391 -2.34597 -1.12095 0.349
H 1.87711 -1.70871 -2.04501 0.388
H 0.22940 -1.23809 -2.48336 0.388
H 1.98919 -0.65525 2.35381 0.225
H -1.62229 0.55045 2.56286 0.242
H -0.37779 0.11391 3.67647 0.235
```

Calculated values
E_HOMO, eV: -14.0
Total energy, eV: -10382.3439
Total charge: +1
Frontier orbital gap, hartree: 0.4023


Record 3
An isolated ion of composition C5H11N2O3 and charge +1 in a non-equilibrium geometry, computed with ωB97M-V/def2-TZVPD.

```
21
Properties=species:S:1:pos:R:3:mulliken_charge:R:1
C -0.11723 -0.86522 1.45189 -1.250
C -0.25256 -0.01931 0.16537 1.428
C 1.25552 -0.17932 -0.27691 -0.236
N 1.62238 -1.28555 -0.95986 -0.291
N 2.04947 0.66300 0.24168 0.052
O 3.43618 0.61984 0.03201 -0.441
O -1.03125 -0.71642 -0.72689 -0.454
C -2.28286 0.04870 -0.83305 -0.308
C -2.03975 1.33957 -0.18214 -0.333
O -0.70255 1.31219 0.27698 -0.453
H 0.92784 -0.80346 1.85013 0.298
H -0.34891 -1.91721 1.02595 0.366
H -1.01699 -0.68355 2.08503 0.339
H 0.97680 -1.90440 -1.38462 0.248
H 2.59090 -1.21951 -1.26018 0.290
H 1.74527 1.66408 0.31488 0.320
H 3.91497 0.51714 0.86819 0.369
H -3.20521 -0.56869 -0.40594 0.271
H -2.55140 0.18240 -1.89117 0.246
H -2.07990 2.18962 -0.95974 0.264
H -2.89071 1.62612 0.56841 0.274
```

Calculated values
E_HOMO, eV: -14.1
Total energy, eV: -14476.5939
Total charge: +1
Frontier orbital gap, hartree: 0.3987
Structure (SMILES): CC1(C(=[NH2+])NO)OCCO1


Record 4
An isolated ion of composition C5H11N2OSi2 and charge +1 in a non-equilibrium geometry, computed with ωB97M-V/def2-TZVPD.

```
21
Properties=species:S:1:pos:R:3:mulliken_charge:R:1
C 2.29409 -1.13460 0.28087 -0.418
C 1.89926 1.29582 -0.13197 -0.746
C 1.10030 -1.65791 0.63130 -0.485
C 2.64329 0.24347 -0.26709 1.025
C -0.32096 0.39364 0.65985 0.039
N -0.15752 -0.84400 0.83962 -0.062
N 3.84597 0.32573 -0.90765 -0.493
O -2.92955 0.46142 0.16719 0.137
Si -4.00013 -0.53590 -0.63553 0.343
Si -1.86636 1.49630 0.61884 0.125
H 2.97509 -1.93533 0.11769 0.357
H 1.93201 2.37773 -0.39422 0.315
H 0.98649 -2.63139 0.99933 0.396
H -0.99585 -1.43639 1.10869 0.309
H 4.78417 0.13096 -0.43045 0.273
H 3.93558 1.17900 -1.40954 0.246
H -5.12471 -0.56689 0.19660 -0.064
H -3.10919 -1.76526 -0.81085 -0.116
H -4.08706 0.09831 -1.94353 -0.075
H -2.09188 2.28682 1.95780 -0.021
H -1.71307 2.21848 -0.64694 -0.085
```

Calculated values
E_HOMO (alpha / beta), eV: -12.9 / -12.9
Total energy, eV: -26135.5514
Total charge: +1
Frontier orbital gap (alpha / beta), hartree: 0.3053 / 0.3050


Record 5
A 2-piece molecular cluster, C5H11N2S overall in a non-equilibrium geometry, computed with ωB97M-V/def2-TZVPD.

```
19
Properties=species:S:1:pos:R:3:mulliken_charge:R:1
C 1.69980 0.24062 1.03158 -0.079
C -0.33957 0.88772 -0.31919 0.581
C 0.24035 -1.43980 -1.05594 -1.010
C -1.15576 -1.08341 1.00619 -1.703
C -0.36821 -0.46417 -0.08591 0.761
N -1.17062 1.71485 0.31820 -0.402
N 0.47830 1.38344 -1.28491 -0.397
S 2.92401 -0.37030 0.28051 -0.068
H 1.66519 0.71300 2.01278 0.359
H 1.33490 -1.47982 -0.79195 0.138
H 0.02141 -1.13682 -2.08718 0.352
H -0.11808 -2.49039 -0.77430 0.365
H -0.56438 -1.30272 1.84021 0.354
H -1.46735 -2.01129 0.63313 0.412
H -1.97127 -0.55105 1.29478 0.495
H -2.03673 1.50108 0.84725 0.208
H -1.04077 2.68303 0.01955 0.211
H 1.33104 0.81033 -1.36352 0.178
H 0.53775 2.39572 -1.52130 0.245
```

Calculated values
E_HOMO (alpha / beta), eV: -12.4 / -12.4
Total energy, eV: -19169.4403
Total charge: +1
Frontier orbital gap (alpha / beta), hartree: 0.2724 / 0.2727


Record 6
An isolated ion of composition C5H11N2S and charge +1 in a non-equilibrium geometry, computed with ωB97M-V/def2-TZVPD.

```
19
Properties=species:S:1:pos:R:3:mulliken_charge:R:1
C -0.31132 -2.09307 -0.34792 -0.916
N -0.45567 -0.73958 0.02991 0.040
C -1.21734 0.09186 -0.84981 -0.750
C -1.11801 1.51894 -0.28472 -0.573
N 0.32901 1.51337 0.37560 -0.027
C 0.62294 0.03124 0.40536 0.275
C 1.80013 -0.29929 1.26374 -1.039
S 2.32917 -0.00294 -0.51166 -0.086
H -0.54452 -2.21954 -1.39170 0.356
H 0.71796 -2.23618 -0.20264 0.426
H -0.99446 -2.75546 0.30685 0.237
H -2.22739 -0.32044 -0.99654 0.516
H -0.98928 0.16914 -1.90065 0.388
H -1.21422 2.32645 -0.99375 0.381
H -1.80867 1.65843 0.66121 0.298
H 0.91220 2.02741 -0.27112 0.434
H 0.23132 2.07391 1.17074 0.328
H 1.99556 0.52936 1.92445 0.334
H 1.94258 -1.27362 1.61266 0.376
```

Calculated values
E_HOMO, eV: -13.0
Total energy, eV: -19170.0976
Total charge: +1
Frontier orbital gap, hartree: 0.3578
Structure (SMILES): CN1CC[NH2+][C@@]12CS2


Record 7
An isolated ion of composition C5H11N2S2 and charge +1 in a non-equilibrium geometry, computed with ωB97M-V/def2-TZVPD.

```
20
Properties=species:S:1:pos:R:3:mulliken_charge:R:1
C 0.40526 1.01506 1.25533 -0.470
C 0.49962 0.88096 -0.10365 -0.266
C 0.45812 -1.12370 2.54497 0.034
C -1.36876 -0.21921 -2.80939 -1.069
C 0.06346 0.05342 -2.35222 -0.534
N 0.12963 0.12143 2.31657 0.062
N 0.20331 -0.12124 -0.90700 -0.147
S 1.53887 -1.93976 1.42530 -0.136
S -0.76444 0.83776 3.60204 -0.028
H 0.59245 2.05333 1.77304 0.371
H 0.88962 1.63981 -0.69640 0.357
H 0.34568 -1.66355 3.45342 0.398
H -2.12316 0.17324 -2.05916 0.322
H -1.36526 0.49146 -3.71300 0.300
H -1.56402 -1.22699 -3.03087 0.375
H 0.41213 1.09566 -2.69807 0.372
H 0.73433 -0.64198 -2.72874 0.350
H -0.44290 -0.85370 -0.64463 0.296
H 2.20835 -2.64237 2.35319 0.203
H -0.85230 2.07036 3.01927 0.212
```

Calculated values
E_HOMO, eV: -12.3
Total energy, eV: -30004.6636
Total charge: +1
Frontier orbital gap, hartree: 0.2892


Record 8
One molecule with the formula C5H11N3 in a non-equilibrium geometry, computed with ωB97M-V/def2-TZVPD.

```
19
Properties=species:S:1:pos:R:3:mulliken_charge:R:1
H -3.49647 -0.01198 1.07109 0.194
N -2.72080 0.44434 0.47186 -0.592
C -1.85463 -0.35956 -0.02168 0.311
N -1.88677 -1.68854 -0.22027 -0.403
C -0.68089 0.36082 -0.53903 0.571
C -0.73590 1.85885 -0.34484 -1.081
C 0.50076 -0.22329 -0.28108 -0.448
N 1.78950 0.41291 -0.00270 -0.194
C 2.89417 -0.56088 0.21964 -0.810
H -2.71944 -2.08179 0.06192 0.203
H -0.98252 -2.27622 -0.70792 0.264
H -0.46540 2.67101 -1.19247 0.218
H -1.88570 1.68290 -0.01919 0.481
H -0.32323 2.20567 0.85131 0.227
H 0.58822 -1.31641 -0.58260 -0.036
H 1.86640 1.32562 0.63719 0.292
H 3.81853 -0.00236 -0.25907 0.280
H 3.38743 -0.88980 1.25896 0.241
H 2.90675 -1.55128 -0.40113 0.282
```

Calculated values
E_HOMO, eV: -7.9
Total energy, eV: -9828.6851
Frontier orbital gap, hartree: 0.3173
Structure (SMILES): [H]/N=C(N)/C(C)=C/NC


Record 9
One molecule with the formula C5H11N3 in a non-equilibrium geometry, computed with ωB97M-V/def2-TZVPD.

```
19
Properties=species:S:1:pos:R:3:mulliken_charge:R:1
H -1.97348 -1.66491 2.08297 0.252
N -1.63792 -0.82359 1.62371 -0.581
C -0.40644 -0.59008 1.86927 -0.108
N 0.18858 0.64597 1.54797 -0.265
C 0.30668 0.92740 0.22044 0.353
N 0.43099 2.25506 -0.12005 -0.523
C 0.14416 -0.14989 -0.63721 0.851
C -0.54169 0.05566 -1.96024 -1.789
C 0.98165 -1.38723 -0.49684 -1.478
H 0.17210 -1.10560 2.65041 0.405
H 0.52438 1.27914 2.26241 0.240
H 0.38288 2.45456 -1.10658 0.233
H -0.02865 2.94045 0.46457 0.206
H 0.11589 0.49755 -2.71919 0.315
H -0.87909 -0.90502 -2.34941 0.414
H -1.41015 0.71029 -1.85781 0.389
H 1.56530 -1.57892 -1.40316 0.404
H 1.73671 -1.30880 0.28674 0.364
H 0.32810 -2.25204 -0.35801 0.320
```

Calculated values
E_HOMO, eV: -6.5
Total energy, eV: -9831.7936
Frontier orbital gap, hartree: 0.2734
Structure (SMILES): [H]/N=C/NC(N)=C(C)C


Record 10
A 3-piece molecular cluster, C5H11N3 overall in a non-equilibrium geometry, computed with ωB97M-V/def2-TZVPD.

```
19
Properties=species:S:1:pos:R:3:mulliken_charge:R:1
C 1.36274 1.01700 0.97189 -1.271
C -1.64924 -0.84115 -1.11316 -1.332
N 1.17335 -1.74209 -0.20615 -0.450
C 0.40707 0.24418 0.17740 0.475
C -0.63457 -0.04096 -0.43280 0.498
N 1.23451 -2.55341 0.90012 -0.426
C -1.41482 2.03420 -0.24495 -0.225
N -1.10308 2.99214 -0.98936 -0.519
H 2.11890 -1.42882 -0.43312 0.245
H 0.34024 -2.99656 1.07632 0.236
H 1.59155 -2.12368 1.75474 0.218
H -0.31123 2.79615 -1.61087 0.275
H -2.23274 2.14502 0.48767 0.308
H 1.86156 0.35980 1.69299 0.315
H 2.12920 1.47158 0.33889 0.299
H 0.86648 1.81087 1.53464 0.362
H -1.19283 -1.73249 -1.54919 0.324
H -2.10381 -0.27839 -1.93319 0.369
H -2.44328 -1.13338 -0.42187 0.297
```

Calculated values
E_HOMO (alpha / beta), eV: -6.5 / -7.0
Total energy, eV: -9826.5545
Frontier orbital gap (alpha / beta), hartree: 0.2707 / 0.2864


Record 11
C5H11N3 as an isolated structure in a non-equilibrium geometry, computed with ωB97M-V/def2-TZVPD.

```
19
Properties=species:S:1:pos:R:3:mulliken_charge:R:1
C 1.91628 0.37365 0.25586 -1.547
N -0.11443 -0.94215 0.61762 -0.155
C 0.50882 0.07118 -0.19739 0.746
N -0.81723 -1.92810 -0.10868 -0.492
N -1.02069 0.03800 -2.11443 -0.462
C 0.18465 0.31579 -1.51905 -0.633
C -0.85306 0.40966 1.09640 0.213
C -0.53360 1.38496 1.95265 -0.875
H -0.14968 -2.62960 -0.43330 0.203
H -1.50551 -2.33326 0.52133 0.218
H -1.01112 -0.08318 -3.12001 0.236
H -1.59378 -0.63553 -1.61544 0.317
H 0.92591 0.76493 -2.16590 0.367
H -1.91038 0.11718 1.07819 0.290
H 2.02852 1.44529 0.43896 0.274
H 2.65046 0.04552 -0.47486 0.441
H 2.15886 -0.10848 1.19569 0.386
H 0.40871 1.90706 1.96835 0.201
H -1.27274 1.78710 2.62401 0.273
```

Calculated values
E_HOMO, eV: -6.6
Total energy, eV: -9828.6653
Frontier orbital gap, hartree: 0.2779


Record 12
C5H11N3 as an isolated structure in a non-equilibrium geometry, computed with ωB97M-V/def2-TZVPD.

```
19
Properties=species:S:1:pos:R:3:mulliken_charge:R:1
C -1.07590 -0.68108 -1.59274 -1.263
C 1.90705 -1.37702 0.31033 -1.121
C -0.16289 0.57525 0.58704 0.045
C -0.83839 0.07765 -0.35642 0.522
C 1.50283 -0.02525 -0.18188 0.699
N -0.04068 1.37106 1.67566 -0.354
N -2.56650 0.42060 0.28380 -0.756
N 2.32143 0.75847 -0.72260 -0.792
H 0.00296 0.90763 2.57297 0.224
H 0.02370 2.36810 1.52311 0.209
H -2.92022 1.32870 -0.00953 0.192
H -2.60849 0.40533 1.30126 0.219
H 1.92384 1.65813 -0.99854 0.242
H -1.89112 -0.21150 -2.14109 0.374
H -1.39707 -1.69096 -1.33833 0.258
H -0.18276 -0.73357 -2.21355 0.363
H 1.49388 -2.15419 -0.33431 0.262
H 1.51286 -1.53683 1.31414 0.301
H 2.99548 -1.46052 0.32067 0.377
```

Calculated values
E_HOMO, eV: -7.4
Total energy, eV: -9828.8243
Frontier orbital gap, hartree: 0.2974


Record 13
C5H11N3 as an isolated structure in a non-equilibrium geometry, computed with ωB97M-V/def2-TZVPD.

```
19
Properties=species:S:1:pos:R:3:mulliken_charge:R:1
C -0.25244 -1.03770 1.74276 -1.303
C -0.05920 2.27293 1.01675 -1.155
C 0.10891 -0.81043 -0.90050 1.387
C 0.00332 -0.26985 0.48455 -0.793
C -0.06951 1.04692 0.15129 0.661
N 1.35517 -1.18058 -1.35760 -0.521
N -0.92687 -1.56061 -1.38668 -0.485
N -0.17052 1.00739 -1.21409 -0.635
H -1.84887 -1.19582 -1.19798 0.227
H 1.46075 -1.40601 -2.33764 0.210
H 2.11384 -0.64306 -0.96297 0.231
H -0.82399 -2.04914 -2.26426 0.205
H 0.29009 1.74416 -1.74682 0.173
H -1.28697 -1.39951 1.79982 0.230
H 0.40394 -1.90686 1.84575 0.331
H -0.10632 -0.39090 2.61139 0.320
H -1.06252 2.70426 1.07348 0.274
H 0.61363 3.03144 0.60618 0.331
H 0.25758 2.04337 2.03656 0.314
```

Calculated values
E_HOMO, eV: -6.9
Total energy, eV: -9832.1169
Frontier orbital gap, hartree: 0.2876